No. 1
Entry from the OMol25 dataset: a structure of composition CH5N3S (ωB97M-V with the def2-TZVPD basis set).

Structure (ORCA input):
```
! wB97M-V def2-TZVPD RIJCOSX def2/J DEFGRID3
* xyz 0 1
C 0.273 0.179 -0.413
H -0.674 -3.512 0.174
H -1.498 -0.640 1.028
H 1.735 -1.004 0.580
H 2.172 0.489 -1.319
H 1.744 2.119 -0.334
N -0.217 -1.900 0.949
N 0.408 -1.299 -0.313
N 1.470 0.933 -0.788
S -1.047 1.084 0.214
*
```

## Properties
E_tot: -16411.4806 eV
HOMO level: -8.20 eV
Lowest unoccupied orbital energy: -1.0 eV
HOMO-LUMO gap: 7.181 eV

Mulliken population analysis, charges in e, atoms 1 to 5: 0.407, 0.100, 0.247, 0.289, 0.280



No. 2
Entry from the OMol25 dataset: a cluster of 2 separate species, C6H14N4O2 in total (ωB97M-V with the def2-TZVPD basis set).

Structure (ORCA input):
```
! wB97M-V def2-TZVPD RIJCOSX def2/J DEFGRID3
* xyz 2 1
C 3.490 -0.984 0.305
C -2.141 -2.693 -0.103
C 0.324 0.729 0.177
C -2.568 2.205 -0.510
C -1.729 1.879 0.720
C 1.206 -0.211 0.578
N 4.678 -0.899 -0.249
N -1.863 -3.776 0.215
N -2.324 -1.517 -0.501
N 2.504 -0.168 0.051
O 0.724 1.692 -0.658
O -0.970 0.643 0.566
H 3.316 -1.795 1.006
H -1.997 2.141 -1.437
H -3.428 1.542 -0.587
H -2.943 3.223 -0.417
H -2.370 1.704 1.588
H -1.044 2.692 0.972
H 0.954 -0.984 1.277
H 5.414 -1.544 -0.001
H 4.908 -0.173 -0.915
H 0.045 2.357 -0.854
H -2.014 -4.644 0.692
H -2.937 -1.336 -1.290
H -1.879 -0.697 -0.038
H 2.646 0.615 -0.587
*
```

## Properties
E_tot: -16487.5458 eV
HOMO level: -15.24 eV
Lowest unoccupied orbital energy: -6.2 eV
HOMO-LUMO gap: 9.028 eV

Mulliken population analysis, charges in e, atoms 1 to 5: 0.247, 0.433, 0.614, -0.976, -0.694



No. 3
Entry from the OMol25 dataset: a cluster of 2 separate species, C5H13NO2 in total (ωB97M-V with the def2-TZVPD basis set).

Structure (ORCA input):
```
! wB97M-V def2-TZVPD RIJCOSX def2/J DEFGRID3
* xyz 0 1
C 1.067 -2.479 0.615
C 0.579 -1.539 -0.442
O 1.004 -1.656 -1.580
N -0.179 -0.417 -0.034
C -0.738 0.630 -1.020
C 0.309 1.534 -1.706
C -1.671 1.581 -0.230
H 1.508 -3.330 0.033
H 1.825 -1.986 1.224
H 0.218 -2.905 1.265
H -0.208 -0.246 0.917
H -1.472 0.140 -1.766
H 1.223 1.814 -1.201
H 0.724 1.049 -2.682
H -0.300 2.439 -1.862
H -2.337 1.074 0.457
H -2.424 2.186 -0.980
H -1.069 2.312 0.314
O 0.700 0.261 3.062
H 0.810 -0.592 3.437
H 0.431 0.129 2.179
*
```

## Properties
E_tot: -10980.1247 eV
HOMO level: -9.80 eV
Lowest unoccupied orbital energy: 0.7 eV
HOMO-LUMO gap: 10.474 eV

Mulliken population analysis, charges in e, atoms 1 to 5: -0.998, 0.630, -0.589, 0.036, 0.530



No. 4
Entry from the OMol25 dataset: a cluster of 10 separate species, C5H29NO11 in total (ωB97M-V with the def2-TZVPD basis set).

Structure (ORCA input):
```
! wB97M-V def2-TZVPD RIJCOSX def2/J DEFGRID3
* xyz 1 2
C 2.083 -1.021 0.889
N 0.991 -0.228 0.452
C 1.243 0.825 -0.485
C 1.335 2.181 0.253
C -0.299 -0.264 1.117
C -1.067 -1.579 0.874
O -1.705 -1.435 -0.419
O 1.970 -1.765 1.821
H 3.007 -0.880 0.325
H 2.171 0.642 -0.983
H 0.446 0.855 -1.222
H 0.385 2.446 0.734
H 1.609 2.952 -0.476
H 2.122 2.158 1.001
H -0.146 -0.165 2.184
H -0.881 0.578 0.780
H -0.367 -2.419 0.839
H -1.797 -1.724 1.654
H -2.265 -2.189 -0.616
H -3.821 1.324 2.515
H -3.063 1.362 1.155
O -2.936 1.392 2.132
H 0.098 -1.097 -2.960
H -0.367 -1.743 -1.661
O 0.229 -1.894 -2.389
H -3.783 0.818 -1.213
H -2.530 0.116 -0.636
O -2.992 0.974 -0.676
H 1.014 0.717 -3.721
H -0.454 1.095 -3.359
O 0.093 0.402 -3.793
H 3.924 0.875 -2.798
H 3.037 -0.006 -1.879
O 3.136 0.888 -2.238
H -1.977 0.581 3.557
H -1.012 -0.466 4.200
O -1.546 0.333 4.367
H -0.878 3.113 -1.929
H -1.879 1.942 -1.709
O -1.333 2.382 -2.384
H 0.611 -1.909 3.084
H 0.218 -2.416 4.507
O -0.134 -2.050 3.692
H 3.153 -2.368 -1.599
H 1.727 -1.720 -1.701
O 2.629 -1.614 -1.288
*
```

## Properties
E_tot: -29660.4273 eV
HOMO level (alpha / beta): -13.11 / -13.10 eV
Lowest unoccupied orbital energy (alpha / beta): -2.8 / -7.9 eV
HOMO-LUMO gap (alpha / beta): 10.304 / 5.198 eV

Mulliken population analysis, charges in e, atoms 1 to 5: 0.106, 0.529, 0.511, -1.432, -0.879



Maximum force values, unit eV/A, following the record order: 6.64, 2.36, 4.04, 1.70.